The following is a DFT calculation (wB97M-V/def2-TZVPD) of a structure of composition C14H18IN3Pb in a non-equilibrium geometry.

Calculated values
E_HOMO (alpha / beta)	-0.2689 / -0.2689	Ha
spin multiplicity	1
E	-32621.6267	eV
largest force on an atom	0.1460	Eh/bohr
HOMO-LUMO gap (alpha / beta)	6.0397 / 6.0386	eV

Element x y z (Å)
C -3.047 3.493 0.894
C -3.709 2.240 -0.714
H -3.264 3.167 1.938
H -3.941 4.146 0.580
H -2.135 4.225 0.881
H -4.173 1.173 -0.645
H -4.665 2.805 -0.562
H -3.168 2.491 -1.637
Pb -1.902 1.628 0.268
C -1.196 1.351 -1.828
H -1.801 0.548 -2.267
H -0.168 1.007 -1.641
H -1.229 2.280 -2.403
I 0.323 3.658 0.382
C 5.467 0.067 1.049
C 5.041 -1.183 0.552
C 3.697 -1.392 0.278
C 2.766 -0.375 0.496
C 3.183 0.879 0.982
C 4.523 1.102 1.262
N 1.408 -0.573 0.254
N 1.163 -1.737 -0.257
C -0.124 -2.210 -0.218
C -0.309 -3.560 -0.554
C -1.564 -4.122 -0.496
C -2.624 -3.281 -0.108
C -2.364 -1.933 0.194
N -1.129 -1.383 0.134
H 6.530 0.235 1.267
H 5.755 -1.989 0.381
H 3.326 -2.332 -0.104
H 2.432 1.662 1.102
H 4.872 2.070 1.646
H 0.603 -4.088 -0.836
H -1.738 -5.164 -0.732
H -3.660 -3.642 -0.038
H -3.181 -1.262 0.501



The following is a DFT calculation (wB97M-V/def2-TZVPD) of an isolated molecule of C3H8N2O2S in a non-equilibrium geometry.

Calculated values
E_HOMO	-0.3126	Ha
spin multiplicity	1
E	-21147.3992	eV
largest force on an atom	0.1070	Eh/bohr
HOMO-LUMO gap	8.1955	eV
energy relative to the best compared isomer or geometry (same formula, charge and spin)	332.5	kJ/mol

Element x y z (Å)
C 1.023 -0.341 0.413
C -0.554 -2.106 -0.154
C 0.408 1.811 -0.768
N 0.535 -1.384 -0.523
N 0.319 0.851 0.293
O -1.317 1.096 2.267
O -1.781 -0.405 0.406
S -1.449 1.080 0.845
H 0.825 -0.620 1.506
H 2.139 -0.484 0.471
H -1.238 -2.415 -0.957
H -0.671 -2.240 0.899
H 1.380 1.860 -1.283
H -0.349 1.722 -1.636
H 0.206 2.777 -0.234
H 0.522 -1.202 -1.546



The following is a DFT calculation (wB97M-V/def2-TZVPD) of a cluster of 3 separate species, C3H6N2 in total in a non-equilibrium geometry.

Calculated values
E_HOMO	-0.3237	Ha
spin multiplicity	1
E	-6184.6739	eV
largest force on an atom	0.0216	Eh/bohr
HOMO-LUMO gap	9.1641	eV
energy relative to the best compared isomer or geometry (same formula, charge and spin)	373.5	kJ/mol

Element x y z (Å)
C 1.485 -0.244 0.045
N 0.220 -0.600 0.347
C -0.798 -0.031 -0.376
C -2.114 -0.113 0.181
N -3.173 -0.134 0.657
H 1.773 -0.280 -1.002
H 2.251 -0.502 0.769
H 0.968 1.335 -0.156
H 0.020 -0.739 1.331
H 0.095 1.420 -0.341
H -0.726 -0.111 -1.457



The following is a DFT calculation (wB97M-V/def2-TZVPD) of a cluster of 4 separate species, C2H11NO4 in total in a non-equilibrium geometry.

Calculated values
E_HOMO	-0.3367	Ha
spin multiplicity	1
E	-11931.6422	eV
largest force on an atom	0.1036	Eh/bohr
HOMO-LUMO gap	9.9019	eV
energy relative to the best compared isomer or geometry (same formula, charge and spin)	204.1	kJ/mol

Element x y z (Å)
C 1.665 0.089 -1.084
N 0.507 0.592 -1.725
C 0.541 1.337 -3.030
O 1.794 0.183 0.186
H 2.407 -0.422 -1.675
H -0.357 0.724 -1.213
H 0.818 2.408 -2.993
H 1.175 0.877 -3.750
H -0.453 1.099 -3.363
H -0.562 1.373 2.992
H -0.206 0.411 1.971
O -0.758 1.194 2.055
H -2.602 1.964 -0.213
H -1.648 1.150 0.453
O -2.097 1.087 -0.410
H -0.650 -4.309 4.274
H 0.372 -5.286 3.960
O 0.054 -4.471 3.565



The following is a DFT calculation (wB97M-V/def2-TZVPD) of an isolated molecule of C7H4BrClN2O2 in a non-equilibrium geometry.

Calculated values
E_HOMO	-0.3455	Ha
spin multiplicity	1
E	-96955.9758	eV
largest force on an atom	0.0691	Eh/bohr
HOMO-LUMO gap	7.9953	eV
energy relative to the best compared isomer or geometry (same formula, charge and spin)	30.0	kJ/mol

Element x y z (Å)
C 0.440 2.004 -0.528
C 1.629 1.305 -0.370
C -0.943 1.672 -0.421
C 0.664 -1.047 0.082
C 1.597 -0.133 0.029
C -1.609 0.884 0.418
C -1.153 -0.028 1.426
N -0.954 -0.697 2.323
N 0.207 -2.142 -0.304
O -0.062 -2.403 -1.467
O -0.197 -2.976 0.701
Cl 3.369 -0.695 0.313
Br -3.555 0.906 0.251
H 0.504 2.937 -1.159
H 2.656 1.705 -0.367
H -1.646 2.136 -1.201
H -0.947 -3.428 0.274



The following is a DFT calculation (wB97M-V/def2-TZVPD) of a structure of composition C22H17BrN8OPtS4Sb.

Calculated values
E_HOMO (alpha / beta)	-0.2820 / -0.2824	Ha
spin multiplicity	2
<S²>	0.7658
E	-160221.6987	eV
largest force on an atom	0.0069	Eh/bohr
HOMO-LUMO gap (alpha / beta)	6.4147 / 5.3630	eV
energy relative to the best compared isomer or geometry (same formula, charge and spin)	393.2	kJ/mol

Element x y z (Å)
Pt 0.348 0.705 -0.717
S -1.638 0.605 -5.411
Sb -0.690 2.672 -4.351
S -2.324 3.260 -2.929
S 0.534 0.773 -3.074
S 2.113 -0.671 -0.366
C 1.816 -0.825 1.396
N 2.529 -1.428 2.294
N 3.641 -2.071 2.034
C 4.020 -2.686 0.795
C 3.125 -3.509 0.124
C 3.501 -4.079 -1.081
C 4.772 -3.854 -1.589
C 5.669 -3.053 -0.898
C 5.293 -2.458 0.297
N 0.757 -0.140 2.002
N 0.081 0.508 1.188
C -1.017 1.410 1.515
C -2.598 1.523 0.020
C -3.700 2.424 0.607
C -3.047 3.044 2.617
C -1.686 3.017 3.216
C -0.730 2.259 2.695
H 4.035 -2.469 2.871
H 2.135 -3.659 0.534
H 2.802 -4.693 -1.632
H 5.062 -4.298 -2.532
H 6.656 -2.871 -1.300
H 5.966 -1.797 0.828
H -2.814 1.052 -0.929
H -4.622 2.469 0.040
H -3.779 3.454 3.308
H -1.473 3.646 4.072
H 0.275 2.231 3.097
Br -4.559 5.126 1.234
C -3.180 3.752 1.205
C -1.946 4.297 0.570
C -1.040 3.492 0.036
N -1.197 2.065 0.102
C -2.435 0.811 1.379
C -3.537 1.716 1.980
H -1.808 5.368 0.517
H -0.151 3.851 -0.458
H -2.521 -0.263 1.509
H -4.346 1.205 2.492
N -0.162 -3.470 -1.082
C 0.080 -2.524 -2.042
O 0.995 -2.593 -2.834
C -0.870 -1.377 -2.070
C -2.085 -1.514 -1.374
N -3.034 -1.691 -0.737
C -0.802 -0.412 -3.195
N -1.664 -0.471 -4.114
H 0.319 -4.344 -1.214
H -1.068 -3.514 -0.644



The following is a DFT calculation (wB97M-V/def2-TZVPD) of a cluster of 2 separate species, C5H14N3 in total in a non-equilibrium geometry.

Calculated values
E_HOMO (alpha / beta)	-0.2928 / -0.2884	Ha
spin multiplicity	2
<S²>	0.7584
E	-9877.7407	eV
largest force on an atom	0.0760	Eh/bohr
HOMO-LUMO gap (alpha / beta)	9.0013 / 6.5240	eV
energy relative to the best compared isomer or geometry (same formula, charge and spin)	216.9	kJ/mol

Element x y z (Å)
C -0.956 1.618 1.622
C -0.408 0.789 0.288
C 1.146 0.850 0.052
C 1.290 0.809 -1.444
N -0.161 -2.334 -1.620
C 0.685 -1.483 -2.177
N 0.371 -0.145 -2.021
N -0.712 -0.630 0.357
H -0.699 2.672 1.506
H -0.388 1.265 2.517
H -2.024 1.567 1.888
H -0.919 1.133 -0.620
H 1.712 1.730 0.431
H 1.538 -0.056 0.503
H 2.357 0.591 -1.745
H 1.065 1.845 -1.798
H 0.039 -3.356 -1.813
H -0.444 -1.458 -0.252
H 1.524 -1.895 -2.765
H -1.423 -1.724 3.169
H -1.749 -0.665 0.638
H -1.844 -1.127 3.286



The following is a DFT calculation (wB97M-V/def2-TZVPD) of a structure of composition C41H48AuN6OPS2.

Calculated values
E_HOMO (alpha / beta)	-0.4657 / -0.4657	Ha
spin multiplicity	1
E	-88922.2659	eV
largest force on an atom	0.0133	Eh/bohr
HOMO-LUMO gap (alpha / beta)	6.3430 / 6.3423	eV
energy relative to the best compared isomer or geometry (same formula, charge and spin)	28.5	kJ/mol
charge	+2

Element x y z (Å)
Au -0.379 0.111 -0.021
C 6.891 -0.149 0.388
C 6.251 0.110 -0.984
C 6.596 -1.041 -1.941
C 6.809 1.413 -1.549
C 4.738 0.160 -0.829
C 3.949 1.233 -1.238
C 2.576 1.165 -1.073
N 1.941 0.128 -0.529
C 2.690 -0.915 -0.124
C 4.065 -0.921 -0.261
C 1.984 -2.047 0.546
C 2.527 -3.326 0.600
C 1.871 -4.342 1.287
C 0.662 -3.997 1.899
C 0.173 -2.714 1.766
N 0.810 -1.750 1.099
C 2.399 -5.769 1.323
C 3.901 -5.821 1.035
C 2.140 -6.409 2.691
C 1.649 -6.559 0.238
H 7.977 -0.134 0.292
H 6.614 -1.122 0.796
H 6.605 0.620 1.107
H 7.678 -1.121 -2.045
H 6.173 -0.867 -2.932
H 6.225 -1.999 -1.575
H 7.895 1.333 -1.619
H 6.575 2.270 -0.919
H 6.432 1.615 -2.554
H 4.378 2.125 -1.670
H 1.954 1.979 -1.422
H 4.627 -1.768 0.102
H 3.456 -3.529 0.092
H 0.095 -4.715 2.474
H -0.769 -2.437 2.226
H 4.466 -5.184 1.718
H 4.135 -5.527 0.010
H 4.259 -6.842 1.161
H 2.575 -5.820 3.499
H 2.595 -7.399 2.717
H 1.077 -6.544 2.893
H 1.812 -6.124 -0.750
H 0.575 -6.576 0.434
H 2.005 -7.589 0.218
S -4.875 2.893 0.478
C -3.273 3.005 -0.027
N -2.423 2.282 0.682
C -3.028 1.600 1.747
C -2.397 0.842 2.733
C -3.202 0.285 3.703
C -4.592 0.474 3.703
C -5.212 1.244 2.744
C -4.405 1.819 1.759
H -2.950 3.586 -0.876
H -1.323 0.718 2.742
H -2.754 -0.304 4.492
H -5.185 0.021 4.485
H -6.280 1.413 2.763
C 7.172 6.280 -0.162
C 5.826 5.633 -0.008
O 5.651 4.452 0.135
S 4.469 6.804 -0.106
C 3.107 5.676 0.036
C 2.196 5.562 -1.009
C 1.132 4.686 -0.900
C 0.980 3.930 0.270
C 1.893 4.053 1.326
C 2.950 4.930 1.203
C -0.104 3.026 0.359
C -1.053 2.241 0.402
H 7.919 5.638 0.298
H 7.194 7.275 0.279
H 7.389 6.377 -1.227
H 2.328 6.148 -1.908
H 0.428 4.580 -1.715
H 1.767 3.471 2.228
H 3.660 5.043 2.010
C -3.897 -2.317 -2.916
N -3.027 -3.170 -2.109
C -3.779 -3.681 -0.967
N -4.395 -2.627 -0.157
C -5.233 -1.796 -1.019
N -4.512 -1.223 -2.155
C -3.527 -0.239 -1.717
P -2.261 -1.009 -0.631
C -1.832 -2.451 -1.685
C -3.407 -1.829 0.557
H -4.703 -2.933 -3.317
H -3.331 -1.904 -3.752
H -3.118 -4.279 -0.337
H -4.574 -4.327 -1.339
H -5.675 -0.992 -0.425
H -6.040 -2.417 -1.409
H -4.049 0.560 -1.183
H -3.036 0.211 -2.585
H -1.155 -3.110 -1.134
H -1.286 -2.085 -2.559
H -3.924 -1.067 1.147
H -2.854 -2.457 1.257



The following is a DFT calculation (wB97M-V/def2-TZVPD) of a cluster of 3 separate species, C31H43F9I2O8S in total.

Calculated values
E_HOMO	-0.3242	Ha
spin multiplicity	1
E	-100712.9953	eV
largest force on an atom	0.0106	Eh/bohr
HOMO-LUMO gap	7.8172	eV

Element x y z (Å)
C 4.967 0.552 -4.733
C 3.868 0.172 -3.793
I 2.079 -0.414 -4.691
C 3.921 0.183 -2.469
I 5.697 0.759 -1.507
C 2.841 -0.188 -1.550
C 2.805 -1.471 -1.034
C 1.792 -1.868 -0.182
C 0.816 -0.969 0.204
C 0.848 0.322 -0.298
C 1.847 0.711 -1.186
C 1.803 2.103 -1.704
O 2.790 2.705 -2.076
C 0.463 2.747 -1.753
C 0.239 3.805 -2.777
C 0.082 3.277 -4.221
C -0.686 1.963 -4.380
C -2.202 2.156 -4.297
C -2.991 0.868 -4.133
F -2.453 -0.134 -4.869
F -4.261 1.047 -4.571
C -3.040 0.363 -2.658
F -3.287 1.409 -1.861
F -1.828 -0.124 -2.361
S -4.334 -0.965 -2.198
F -3.240 -2.078 -1.965
F -4.202 -0.523 -0.684
F -5.464 0.122 -2.422
F -4.464 -1.426 -3.704
F -5.442 -1.999 -1.795
C -0.460 2.385 -0.856
C -0.189 1.304 0.113
O -0.774 1.203 1.173
H 4.674 0.414 -5.768
H 5.248 1.593 -4.583
H 5.840 -0.072 -4.548
H 3.581 -2.169 -1.316
H 1.756 -2.876 0.207
H 0.035 -1.261 0.888
H -0.620 4.410 -2.491
H 1.100 4.473 -2.755
H -0.458 4.044 -4.781
H 1.053 3.190 -4.703
H -0.348 1.213 -3.668
H -0.456 1.552 -5.362
H -2.557 2.561 -5.245
H -2.488 2.868 -3.529
H -1.416 2.883 -0.814
C -6.932 3.403 0.019
O -6.452 2.767 1.180
C -5.300 1.962 0.990
C -4.240 2.198 2.041
O -3.605 3.462 1.973
C -4.302 4.617 2.396
C -4.496 4.745 3.890
O -5.435 3.814 4.392
C -5.086 3.208 5.616
H -7.558 2.732 -0.579
H -7.536 4.254 0.334
H -6.111 3.773 -0.606
H -4.863 2.143 0.003
H -5.601 0.908 1.039
H -3.439 1.480 1.841
H -4.622 1.988 3.042
H -5.251 4.738 1.869
H -3.654 5.447 2.099
H -4.862 5.761 4.092
H -3.527 4.627 4.388
H -4.013 2.997 5.669
H -5.627 2.265 5.683
H -5.367 3.835 6.469
C 5.449 -3.553 5.339
O 5.089 -4.741 4.672
C 3.710 -4.883 4.395
C 3.445 -5.357 2.983
O 3.735 -4.417 1.964
C 5.081 -4.081 1.666
C 5.911 -5.184 1.052
O 6.225 -6.200 1.985
C 6.143 -7.517 1.493
H 5.292 -3.636 6.420
H 6.508 -3.379 5.153
H 4.884 -2.693 4.964
H 3.182 -3.938 4.560
H 3.287 -5.631 5.078
H 2.366 -5.514 2.908
H 3.925 -6.320 2.792
H 5.591 -3.642 2.526
H 4.992 -3.293 0.912
H 6.844 -4.732 0.690
H 5.378 -5.602 0.190
H 5.299 -7.639 0.805
H 5.992 -8.179 2.345
H 7.064 -7.812 0.979



The following is a DFT calculation (wB97M-V/def2-TZVPD) of an isolated molecule of C6H7ClO in a non-equilibrium geometry.

Calculated values
E_HOMO	-0.3059	Ha
spin multiplicity	1
E	-20903.7816	eV
largest force on an atom	0.0549	Eh/bohr
HOMO-LUMO gap	9.2832	eV
energy relative to the best compared isomer or geometry (same formula, charge and spin)	169.0	kJ/mol

Element x y z (Å)
C 0.106 -0.963 -0.809
C -0.653 -1.866 -1.403
C -0.374 0.023 0.174
C -1.206 -0.127 1.201
C -1.467 1.183 1.895
C -0.312 1.984 1.243
H -1.669 -1.910 -1.080
H -0.272 -2.522 -2.143
H -1.587 -1.078 1.597
H -1.405 0.990 2.966
H -2.474 1.582 1.730
H 0.535 2.115 1.950
H -0.594 2.962 0.843
O 0.083 1.252 0.105
Cl 1.779 -0.798 -1.206



The following is a DFT calculation (wB97M-V/def2-TZVPD) of a structure of composition C29H31N6O4W.

Calculated values
E_HOMO (alpha / beta)	-0.1243 / -0.1245	Ha
spin multiplicity	1
E	-49535.9466	eV
largest force on an atom	0.0124	Eh/bohr
HOMO-LUMO gap (alpha / beta)	6.0532 / 6.0597	eV
energy relative to the best compared isomer or geometry (same formula, charge and spin)	30.9	kJ/mol
charge	-1

Element x y z (Å)
W -0.184 0.140 0.936
O 2.084 -4.616 1.177
C 0.919 -4.764 0.512
C 0.563 -6.058 0.121
C -0.611 -6.288 -0.572
C -1.458 -5.229 -0.885
C -1.101 -3.948 -0.500
C 0.081 -3.693 0.185
C 0.354 -2.259 0.562
O -0.694 -1.740 1.356
N 1.603 -2.075 1.298
N 1.553 -0.820 1.639
C 2.474 -0.207 2.399
C 2.142 1.118 2.656
C 2.904 2.044 3.416
C 2.464 3.322 3.583
C 1.242 3.720 2.992
C 0.541 2.796 2.273
N 0.951 1.520 2.097
H 2.171 -3.652 1.411
H 1.234 -6.868 0.378
H -0.867 -7.299 -0.867
H -2.382 -5.403 -1.423
H -1.732 -3.099 -0.732
H 3.348 -0.726 2.766
H 3.835 1.706 3.852
H 3.045 4.028 4.163
H 0.860 4.725 3.098
H -0.402 3.051 1.802
C -2.926 -0.550 4.205
C -2.521 0.010 2.870
O -1.281 0.264 2.755
C -3.473 0.238 1.885
C -3.195 0.883 0.677
C -4.342 1.360 -0.166
N -1.955 1.115 0.270
N -1.861 1.990 -0.817
C -0.612 2.187 -1.090
O 0.351 1.620 -0.427
C -0.240 3.118 -2.183
C -1.215 3.797 -2.912
C -0.849 4.660 -3.931
C 0.493 4.854 -4.236
C 1.466 4.180 -3.512
C 1.102 3.315 -2.490
H -2.441 -1.521 4.320
H -4.005 -0.666 4.299
H -2.554 0.100 4.998
H -4.505 0.013 2.109
H -5.282 0.985 0.232
H -4.212 1.037 -1.198
H -4.362 2.450 -0.184
H -2.255 3.633 -2.664
H -1.613 5.183 -4.494
H 0.778 5.527 -5.035
H 2.513 4.325 -3.745
H 1.851 2.781 -1.920
C 1.736 -2.575 -2.014
C 1.301 -1.168 -1.581
C 2.576 -0.386 -1.229
C 0.634 -0.520 -2.796
N 0.281 -1.222 -0.502
H 2.421 -2.482 -2.861
H 0.887 -3.181 -2.329
H 2.264 -3.092 -1.213
H 3.186 -0.303 -2.134
H 3.162 -0.912 -0.476
H 2.357 0.616 -0.864
H 1.304 -0.555 -3.660
H 0.382 0.519 -2.610
H -0.284 -1.058 -3.041